1.
A cluster of 2 separate species, C5H15NO in total in a non-equilibrium geometry, computed with ωB97M-V/def2-TZVPD.

The geometry in XYZ format:
```
22
Properties=species:S:1:pos:R:3:forces:R:3
C -2.459298 0.773309 -1.414402 -0.673 0.447 -0.631
C -0.997156 0.467331 -1.219172 1.351 -0.050 -0.348
C -0.269173 1.150088 -0.064974 -0.537 -0.323 1.482
C -0.078315 0.203414 1.153175 0.690 0.308 -1.317
C 0.106379 1.034468 2.401669 0.493 -0.806 0.648
N 1.079655 -0.639602 0.911011 -0.299 -0.711 0.962
H -3.118785 0.261361 -0.712171 0.136 -0.199 -0.002
H -2.745132 1.826067 -1.349238 0.455 0.160 0.205
H -2.754606 0.514264 -2.438543 -0.090 -0.329 0.247
H -0.383855 0.656366 -2.099333 -0.459 0.435 -0.497
H -0.863688 -0.610927 -1.151997 -0.083 -0.277 0.410
H -0.858258 1.978277 0.339610 0.003 0.255 -0.452
H 0.733813 1.525739 -0.289353 -0.202 0.093 -0.364
H -0.974665 -0.423090 1.140200 0.042 -0.070 0.592
H 0.275574 0.445749 3.312346 0.050 -0.160 -0.330
H 0.979148 1.668767 2.281438 0.140 0.186 -0.079
H -0.739664 1.638623 2.602657 -0.959 0.819 0.104
H 1.834174 -0.363430 0.320002 -0.110 0.297 -0.421
H 0.943700 -1.631628 0.929484 -0.006 -0.035 -0.190
O 2.222266 -2.406095 -1.372989 0.118 -0.080 0.035
H 1.844781 -2.613426 -2.233615 0.040 -0.014 0.030
H 2.973033 -3.002307 -1.269415 -0.102 0.053 -0.081
```
Positions in Å, forces in eV/Å.

Results
LUMO energy in eV: 0.68
E_HOMO in eV: -8.260
Total charge: 0
SMILES string: CCC[C@H](C)N.O
Gap between HOMO and LUMO in eV: 8.9

---

2.
A cluster of 2 separate species, C5H15NO in total in a non-equilibrium geometry, computed with ωB97M-V/def2-TZVPD.

The geometry in XYZ format:
```
22
Properties=species:S:1:pos:R:3:forces:R:3
C 0.726806 0.902700 -0.881994 0.816 1.538 -0.672
C 0.391278 -0.606094 -0.606131 -1.025 -0.935 0.640
C -0.882718 -0.744173 0.275324 0.340 0.636 -0.353
C 0.131452 -1.225974 -1.996962 -0.098 0.020 0.514
C -0.115350 -2.741455 -1.856167 0.086 0.321 -0.396
N 1.120609 1.510253 0.330522 -0.858 -2.071 0.816
H -0.154336 1.370268 -1.321181 -0.008 0.032 0.163
H 1.589331 0.993420 -1.549345 -0.251 -0.348 -0.176
H 1.205391 -1.096182 -0.063017 0.226 0.180 -0.388
H -0.727101 -1.502860 1.024190 -0.241 -0.381 0.120
H -1.771803 -0.919504 -0.322982 0.044 -0.452 -0.135
H -1.152835 0.163203 0.804916 0.192 0.290 0.278
H -0.761135 -0.719936 -2.356661 -0.023 0.022 -0.320
H 0.944700 -1.043365 -2.689238 0.157 0.151 -0.046
H -0.026873 -3.084025 -0.836470 0.181 -0.185 0.273
H 0.602874 -3.253059 -2.486727 0.081 -0.285 0.125
H -1.105862 -3.017409 -2.194745 -0.206 0.029 -0.075
H 0.399283 1.534512 1.062952 0.133 0.734 -0.246
H 1.961459 1.082118 0.722023 0.422 0.731 -0.094
H -0.684399 3.523021 5.438699 -0.313 -0.164 -0.122
H -0.609581 4.856030 4.794231 -0.238 0.150 -0.240
O -1.081189 4.018513 4.708762 0.581 -0.013 0.334
```
Positions in Å, forces in eV/Å.

Results
Multiplicity: 2
LUMO energy (spin up / spin down) in eV: -3.17 / -8.42
E_HOMO (spin up / spin down) in eV: -13.957 / -13.957
Total charge: +1
Gap between HOMO and LUMO (spin up / spin down) in eV: 10.8 / 5.5

---

3.
A structure of composition C5H15NO2 in a non-equilibrium geometry, computed with ωB97M-V/def2-TZVPD.

The geometry in XYZ format:
```
23
Properties=species:S:1:pos:R:3:forces:R:3
C 1.016637 -0.201586 -1.226339 3.073 -1.261 -1.188
O 2.254244 0.296367 -0.896593 -0.241 0.327 -0.539
C 0.223408 0.352658 0.463061 -0.832 3.604 3.025
C -1.281893 0.181109 0.572870 -0.464 0.147 -0.245
C -2.027840 0.830706 -0.620772 2.109 0.964 0.363
C -1.649778 -1.315865 0.663567 1.001 0.035 0.100
N 0.793798 1.692711 0.603376 -1.715 -3.224 -0.932
H 0.765211 -1.209989 -0.832909 -0.549 0.267 0.336
H 1.156012 -0.610864 -2.266869 -0.342 -0.151 0.064
H 0.268925 0.482503 -1.578001 -0.954 0.626 0.176
H 0.800980 -0.329248 1.097480 0.135 -0.022 -0.711
H -1.582325 0.709440 1.533406 0.487 -0.591 -0.992
H -3.065123 0.699303 -0.541835 -1.467 -0.241 0.085
H -1.653094 0.344012 -1.528967 -0.379 0.187 0.001
H -1.825083 1.936595 -0.684010 -0.158 -1.035 -0.008
H -1.373000 -1.823926 -0.281407 -0.240 0.195 0.419
H -2.712592 -1.443731 0.832726 -0.137 -0.057 0.039
H -1.077426 -1.810580 1.480348 -0.461 0.288 -0.474
H 1.653237 1.482306 0.069768 1.658 -0.032 0.159
H 0.331443 2.362582 0.003621 -0.714 0.221 0.137
H 2.703876 -0.543601 0.335649 0.327 0.044 0.013
H 3.551212 -0.959057 1.643576 -0.388 0.008 -0.391
O 2.729175 -1.121842 1.158255 0.254 -0.300 0.564
```
Positions in Å, forces in eV/Å.

Results
LUMO energy in eV: -0.32
E_HOMO in eV: -8.605
Total charge: 0
Gap between HOMO and LUMO in eV: 8.3

---

4.
A cluster of 2 separate species, C5H15NO2 in total in a non-equilibrium geometry, computed with ωB97M-V/def2-TZVPD.

The geometry in XYZ format:
```
23
Properties=species:S:1:pos:R:3:forces:R:3
C -1.610480 -1.374909 -1.884195 0.415 -0.762 0.077
N -1.025150 -0.706870 -0.713825 0.093 0.805 -0.516
C -0.588513 0.695074 -0.893959 -0.042 -0.190 0.257
C 0.207427 0.950276 -2.192368 -1.448 0.034 0.335
C 0.256428 1.092454 0.338448 -1.446 0.633 -0.459
C -0.224703 0.462037 1.634375 0.982 1.139 1.293
O 0.152573 1.360638 2.731680 0.334 -0.292 -0.029
H -0.831332 -1.638894 -2.606670 -0.031 -0.470 0.018
H -2.089309 -2.261540 -1.459670 0.096 -0.184 -0.512
H -2.355670 -0.898430 -2.529235 -0.068 0.769 0.839
H -0.175411 -1.216978 -0.491097 -0.112 -0.230 0.055
H -1.493796 1.310540 -0.858488 -0.046 -0.109 -0.282
H -0.237586 0.356427 -2.991535 0.394 -0.222 -0.052
H 1.238851 0.691346 -1.985252 0.274 0.112 -0.537
H 0.036324 1.970622 -2.543249 0.627 0.147 0.285
H 1.307862 1.045293 0.054223 0.136 -0.387 0.731
H 0.008607 2.132181 0.567102 0.455 0.255 -0.444
H -1.299087 0.526291 1.761964 -0.208 -0.732 -0.765
H 0.213888 -0.504607 1.855824 -0.405 -0.331 -0.183
H 0.932886 1.015987 3.173602 0.040 0.030 -0.099
O 2.224547 -1.840459 0.924559 0.179 -0.315 0.002
H 1.685466 -2.577032 1.234309 -0.076 0.075 0.016
H 3.098779 -2.240669 0.817159 -0.146 0.222 -0.031
```
Positions in Å, forces in eV/Å.

Results
LUMO energy in eV: 0.44
E_HOMO in eV: -8.651
Total charge: 0
SMILES string: CN[C@H](C)CCO.O
Gap between HOMO and LUMO in eV: 9.1